{"formula": "C51H60N8O4P3PbS2", "method": "ωB97M-V/def2-TZVPD", "homo_energy_ev": -4.78, "total_charge": -1, "de_lowest_ev": 0.000, "multiplicity": 1, "species": ["Pb", "S", "S", "P", "P", "P", "O", "O", "O", "O", "N", "N", "N", "N", "N", "N", "N", "N", "C", "C", "C", "C", "C", "C", "C", "C", "C", "C", "C", "C", "C", "C", "C", "C", "C", "C", "C", "C", "C", "C", "C", "C", "C", "C", "C", "C", "C", "C", "C", "C", "C", "C", "C", "C", "C", "C", "C", "C", "C", "C", "C", "C", "C", "C", "C", "C", "C", "C", "C", "H", "H", "H", "H", "H", "H", "H", "H", "H", "H", "H", "H", "H", "H", "H", "H", "H", "H", "H", "H", "H", "H", "H", "H", "H", "H", "H", "H", "H", "H", "H", "H", "H", "H", "H", "H", "H", "H", "H", "H", "H", "H", "H", "H", "H", "H", "H", "H", "H", "H", "H", "H", "H", "H", "H", "H", "H", "H", "H", "H"], "positions_angstrom": [[-0.157, -0.645, -0.370], [-0.684, 0.748, 2.798], [-3.189, -1.013, -0.254], [-1.241, -0.717, -3.033], [0.692, -3.087, 2.769], [3.220, 1.753, -1.195], [3.186, -3.590, -1.872], [0.990, -2.038, 1.765], [-6.959, -4.890, 3.815], [-5.504, -4.199, 5.320], [1.801, -4.316, 2.576], [-1.873, 2.937, 1.844], [-2.486, 2.287, 0.767], [-0.889, 3.162, 3.883], [-0.840, -3.694, 2.606], [1.437, -2.015, -1.484], [0.771, -2.612, 4.357], [-0.170, 1.551, -1.583], [-1.702, -5.915, 2.475], [0.194, -1.598, 6.382], [4.922, -1.054, 2.058], [1.729, -0.146, -6.520], [5.676, 3.088, -0.535], [-4.203, -2.548, 3.338], [3.785, -5.098, 3.552], [-0.415, -2.242, 5.145], [-1.174, 2.350, 2.818], [1.201, -0.039, -4.177], [0.183, 3.712, -2.112], [2.265, -5.177, 3.663], [-1.087, 1.914, -2.538], [-4.605, -2.659, -4.389], [3.979, 1.076, 1.470], [-3.576, -1.814, 2.351], [-2.839, -4.270, -4.146], [-0.898, 3.232, -2.900], [1.737, 2.554, -0.375], [-2.427, -1.947, -3.645], [-5.285, -3.382, 3.046], [1.908, -1.726, 4.695], [-4.004, -1.881, 1.015], [-5.994, -4.211, 4.050], [-5.098, -2.717, 0.730], [-1.314, -4.803, 3.446], [2.302, -2.803, -1.681], [-3.745, -1.651, -3.973], [4.785, -1.479, 0.746], [-0.428, -0.868, -5.738], [-1.208, -3.942, 1.185], [-1.982, -3.266, -3.727], [-2.080, 0.915, -3.065], [4.257, -0.617, -0.207], [6.547, 4.168, -0.607], [4.425, 3.142, -1.144], [3.864, 0.673, 0.138], [-5.724, -3.443, 1.721], [-2.132, -5.156, 1.221], [-0.070, -0.553, -4.428], [0.469, -0.668, -6.777], [2.833, -4.222, 1.518], [0.585, 2.653, -1.320], [4.076, 4.304, -1.839], [4.509, 0.223, 2.423], [1.371, -0.815, 5.803], [4.939, 5.385, -1.902], [3.988, -5.084, 2.038], [6.183, 5.320, -1.285], [-4.154, -3.967, -4.479], [2.092, 0.170, -5.218], [5.975, 2.197, 0.003], [0.606, 4.707, -2.117], [-0.314, -4.151, 0.586], [3.072, 0.578, -5.003], [2.460, -4.586, 0.561], [4.646, 6.277, -2.442], [-2.386, 1.175, -4.082], [-0.901, 4.162, 3.758], [4.130, -0.956, -1.229], [2.220, -1.154, 3.819], [-2.485, -5.292, -4.204], [2.427, 0.010, -7.333], [-1.047, -1.527, 4.609], [4.600, 0.550, 3.452], [-1.700, -3.066, 0.766], [2.012, 3.543, -0.002], [1.930, -6.213, 3.516], [-6.562, -4.088, 1.491], [-4.110, -0.636, -3.885], [-5.433, -2.789, -0.297], [-2.974, 0.842, -2.435], [-1.836, 2.263, -0.017], [5.063, -2.487, 0.463], [2.134, -0.578, 6.546], [7.516, 4.107, -0.125], [0.557, -2.373, 7.062], [-5.632, -2.421, -4.636], [5.334, -1.723, 2.805], [2.761, -2.322, 5.037], [-3.175, -4.842, 1.295], [1.883, -4.825, 4.621], [-1.409, -1.277, -5.948], [0.181, -0.920, -7.791], [-0.840, -6.552, 2.265], [4.297, -5.921, 4.052], [-2.730, -1.185, 2.598], [-4.732, -3.626, 5.359], [3.900, -6.102, 1.652], [-0.196, 2.797, 4.511], [-1.473, 3.783, -3.628], [-2.025, -5.755, 0.317], [3.113, 4.354, -2.337], [-2.691, 1.322, 1.027], [1.496, 0.203, -3.166], [4.129, -4.156, 3.989], [-1.014, -3.120, 5.388], [-3.815, -2.440, 4.349], [4.959, -4.696, 1.730], [1.477, 1.932, 0.488], [-4.827, -4.752, -4.799], [-2.193, 3.883, 1.974], [-2.182, -4.481, 4.030], [1.015, 0.117, 5.361], [6.863, 6.161, -1.340], [-0.521, -0.975, 6.919], [-0.541, -5.127, 4.149], [-2.499, -6.539, 2.880], [3.119, -3.183, 1.372], [-0.959, -3.501, -3.451], [3.668, 2.074, 1.759]], "atomic_forces_ev_per_a": [[0.003, -0.086, 0.327], [0.056, 0.118, 0.017], [-0.141, 0.144, -0.152], [0.021, 0.012, -0.183], [0.037, -0.061, -0.114], [0.032, -0.129, 0.033], [0.057, -0.017, 0.008], [-0.172, 0.014, -0.035], [-0.048, -0.042, -0.016], [-0.038, -0.035, 0.015], [0.143, 0.211, 0.273], [-0.054, -0.018, -0.019], [0.052, 0.015, -0.015], [-0.003, -0.024, 0.021], [0.010, 0.028, -0.102], [0.021, -0.070, -0.251], [-0.052, -0.100, -0.016], [-0.207, -0.109, 0.031], [-0.066, -0.003, 0.014], [0.041, -0.004, 0.005], [-0.036, -0.050, -0.007], [0.000, -0.004, 0.002], [0.011, -0.028, -0.014], [0.000, -0.005, -0.023], [-0.003, -0.009, -0.035], [-0.011, 0.056, -0.009], [0.063, -0.009, -0.080], [-0.019, 0.007, 0.043], [-0.075, 0.002, 0.055], [0.027, -0.005, -0.019], [0.055, 0.033, -0.112], [-0.001, -0.002, -0.002], [0.030, 0.023, 0.001], [-0.005, 0.014, 0.034], [-0.001, -0.006, -0.009], [-0.006, 0.018, 0.014], [0.035, 0.044, -0.026], [0.019, -0.004, 0.017], [0.002, -0.018, -0.013], [0.019, -0.105, 0.027], [0.164, -0.054, 0.057], [0.030, 0.044, -0.016], [-0.006, 0.010, -0.011], [0.083, -0.051, 0.014], [-0.026, 0.030, 0.122], [-0.004, 0.009, 0.016], [0.048, 0.071, 0.031], [-0.014, -0.012, -0.001], [-0.020, -0.012, 0.047], [-0.013, 0.006, 0.013], [0.000, -0.004, 0.053], [-0.001, 0.012, -0.078], [-0.001, -0.001, 0.004], [-0.066, 0.040, -0.022], [0.006, 0.018, 0.048], [-0.001, -0.018, 0.029], [0.004, -0.015, -0.022], [0.007, 0.012, 0.020], [0.000, 0.001, -0.014], [-0.082, -0.056, -0.076], [0.061, 0.051, 0.053], [-0.035, 0.007, 0.017], [-0.012, -0.002, 0.015], [0.018, 0.034, 0.015], [0.015, 0.000, 0.001], [-0.020, -0.004, 0.015], [0.007, 0.007, -0.010], [-0.003, -0.008, 0.003], [-0.009, -0.001, -0.017], [0.003, -0.003, 0.000], [0.000, 0.003, -0.001], [0.015, -0.013, 0.021], [0.004, -0.005, 0.007], [-0.007, -0.013, -0.006], [-0.004, -0.001, -0.001], [-0.024, 0.012, 0.010], [0.018, 0.008, -0.017], [0.041, 0.009, 0.027], [0.035, 0.014, -0.005], [0.002, 0.000, -0.002], [0.003, 0.001, 0.001], [-0.022, 0.008, 0.000], [-0.002, 0.001, 0.005], [-0.007, -0.001, -0.050], [0.027, -0.017, 0.033], [-0.006, -0.001, 0.021], [0.001, 0.003, -0.012], [-0.007, -0.003, -0.010], [-0.010, 0.001, 0.003], [0.012, -0.006, 0.007], [0.068, -0.069, -0.017], [0.050, 0.049, -0.057], [0.002, 0.007, -0.012], [0.001, -0.005, -0.001], [-0.026, -0.004, 0.010], [0.000, 0.004, 0.002], [-0.006, -0.018, 0.010], [-0.018, -0.015, 0.028], [0.011, 0.046, 0.058], [-0.012, -0.011, -0.009], [-0.001, 0.004, 0.000], [-0.001, -0.001, 0.001], [0.032, 0.045, -0.017], [-0.005, 0.002, 0.007], [-0.016, -0.004, -0.009], [0.060, 0.039, 0.010], [0.024, 0.005, -0.013], [0.037, 0.013, 0.008], [0.004, -0.006, -0.010], [-0.062, 0.008, -0.017], [0.005, -0.001, -0.009], [-0.028, 0.015, -0.061], [0.011, 0.002, -0.012], [0.012, -0.009, 0.004], [0.030, 0.011, -0.013], [0.015, 0.006, 0.003], [0.003, 0.011, 0.001], [-0.027, 0.025, 0.023], [0.000, 0.000, 0.000], [-0.056, 0.019, 0.061], [-0.030, -0.006, -0.035], [-0.030, -0.016, -0.007], [-0.002, 0.003, 0.007], [0.006, 0.016, -0.009], [-0.018, 0.027, 0.025], [0.031, -0.045, -0.006], [-0.054, -0.049, 0.043], [0.001, -0.006, -0.003], [-0.009, -0.002, -0.004]]}